No. 1
Computed, not measured: 2 unconnected molecules or ions with the total composition C5H13NO in a non-equilibrium geometry, with wB97M-V/def2-TZVPD.

XYZ file:
```
20
Properties=species:S:1:pos:R:3:forces:R:3
C 2.2832 0.0111 -0.9635 -0.32 -0.54 0.54
C 0.9455 -0.6596 -0.5769 0.19 0.90 0.23
C -0.1745 0.3481 -0.6264 -0.37 -0.36 -1.00
C -0.9689 0.4166 -1.7093 0.05 0.09 -0.24
C 0.0547 0.9852 1.7861 -0.49 -0.83 -0.18
N -0.2768 1.2434 0.3983 0.35 0.63 1.12
H 2.3597 1.0377 -0.6142 -0.28 0.18 -0.31
H 3.0927 -0.4962 -0.4749 0.54 -0.45 0.22
H 2.4427 -0.1048 -2.0194 0.08 0.46 -0.53
H 1.0392 -1.0689 0.4260 -0.13 -0.20 0.01
H 0.6920 -1.4506 -1.2726 0.11 -0.24 0.01
H -1.7689 1.1292 -1.7535 -0.30 0.39 0.08
H -0.8004 -0.1078 -2.6457 0.20 -0.25 0.41
H 0.0589 -0.0855 1.9686 0.12 -0.12 -0.01
H -0.7689 1.3381 2.4068 0.21 0.32 0.17
H 1.0091 1.3914 2.0989 0.18 0.29 0.12
H -0.7649 2.1164 0.2980 -0.18 -0.29 -0.66
H -2.6104 -1.5512 1.0903 -0.04 0.19 0.12
H -1.5459 -2.4020 0.4757 0.21 0.01 0.00
O -1.7108 -1.8526 1.2493 -0.14 -0.18 -0.11
```
Forces are in eV/Å.

## Properties
Max |F| in hartree/bohr: 0.0258
HOMO in eV: -7.564
Frontier orbital gap in eV: 8.449
Energy relative to the best compared isomer or geometry (same formula, charge and spin) in kcal/mol: 34.0
SMILES: C=C(CC)NC.O
E in eV: -8932.53614

***

No. 2
Computed, not measured: a molecular structure, C18H27Cl2N3O5PdSi2, with wB97M-V/def2-TZVPD.

XYZ file:
```
58
Properties=species:S:1:pos:R:3:forces:R:3
Pd 0.0443 -0.7479 -0.1482 0.03 -0.14 -0.15
C -0.8063 1.3547 2.4760 0.00 0.00 -0.02
Si 0.0664 -0.2748 2.0999 -0.05 -0.06 0.23
C 1.8256 -0.1344 2.7599 0.02 -0.01 -0.02
C -0.7918 -1.5936 3.1695 -0.02 0.02 0.00
C -0.8332 -1.6104 4.5663 0.00 0.00 0.01
C -1.4794 -2.6311 5.2477 -0.01 -0.01 0.00
C -2.1019 -3.6526 4.5355 0.00 0.01 0.01
C -2.0715 -3.6428 3.1489 0.00 -0.01 0.00
C -1.4191 -2.6211 2.4537 0.00 -0.01 -0.01
Si -1.3244 -2.4389 0.5667 -0.11 -0.01 0.18
C -0.8632 -4.1120 -0.1574 0.02 0.00 -0.02
C -3.0720 -2.0311 -0.0130 -0.01 0.00 -0.01
H -0.8497 1.5067 3.5606 0.00 0.03 -0.02
H -1.8212 1.3489 2.0753 0.00 0.00 0.00
H -0.2773 2.1975 2.0250 0.01 -0.01 -0.02
H 1.8113 0.3090 3.7623 0.01 -0.03 0.01
H 2.4424 0.4814 2.1051 -0.02 0.03 0.00
H 2.2901 -1.1211 2.8188 0.00 0.01 -0.01
H -0.3468 -0.8206 5.1326 0.00 0.00 0.00
H -1.4982 -2.6381 6.3325 0.00 0.00 0.00
H -2.6066 -4.4533 5.0659 0.00 0.00 0.00
H -2.5605 -4.4453 2.6030 0.01 0.00 0.00
H -1.5284 -4.8845 0.2454 0.00 0.00 -0.02
H 0.1696 -4.3625 0.0819 0.00 0.00 0.02
H -0.9647 -4.0960 -1.2447 0.00 0.02 0.00
H -3.7845 -2.7645 0.3815 -0.01 0.01 -0.02
H -3.1289 -2.0319 -1.1038 0.02 0.00 0.00
H -3.3579 -1.0330 0.3225 0.00 -0.01 0.01
N -0.0848 -1.3131 -2.3096 0.15 -0.33 -0.21
C -0.0970 -0.7235 -3.3068 -0.11 0.41 -0.03
N -0.0968 -0.0204 -4.4068 -0.08 -0.37 0.01
C 0.9984 0.8958 -4.7235 0.23 0.29 0.13
C 1.5281 0.5787 -6.1140 -0.07 -0.05 0.00
C 0.3874 0.5929 -7.1335 -0.02 0.12 -0.05
C -0.7287 -0.3713 -6.7277 0.07 0.01 0.03
C -1.2332 -0.0253 -5.3343 -0.18 0.00 0.15
H 1.7609 0.7990 -3.9530 0.03 -0.09 0.02
H 0.5916 1.9150 -4.6768 0.08 -0.19 -0.05
H 2.0043 -0.4069 -6.1042 0.04 -0.05 -0.03
H 2.2915 1.3121 -6.3854 -0.01 0.01 0.01
H 0.7637 0.3455 -8.1301 0.01 -0.05 -0.02
H -0.0272 1.6050 -7.1831 0.00 -0.01 0.05
H -0.3484 -1.3995 -6.7365 -0.01 -0.02 -0.01
H -1.5574 -0.3178 -7.4377 -0.03 0.02 -0.01
H -1.9738 -0.7340 -4.9676 0.05 -0.16 -0.01
H -1.6851 0.9737 -5.3038 0.12 -0.09 -0.09
Cl -2.8359 3.4646 -1.0989 -0.09 -0.01 -0.08
C -1.2377 2.9778 -1.4196 -0.07 0.03 0.35
Cl -1.3495 3.1783 -4.6666 -0.22 0.53 -0.14
C -0.7690 1.6510 -1.0288 -0.27 -0.09 0.29
O 0.4685 1.4654 -1.0474 0.45 0.02 -0.08
O -1.5920 0.7629 -0.6293 0.03 0.20 -0.09
H -0.5417 3.7687 -1.6358 0.00 -0.06 -0.23
O 4.0275 -2.4348 0.0166 -0.03 0.01 0.01
N 2.8808 -1.9683 0.0012 0.02 0.04 0.03
O 1.8855 -2.7150 0.1800 -0.04 0.01 0.01
O 2.6821 -0.7489 -0.1853 0.03 0.01 -0.11
```
Forces are in eV/Å.

## Properties
Max |F| in hartree/bohr: 0.0114
HOMO (spin up / spin down) in eV: -2.173 / -2.784
Frontier orbital gap (spin up / spin down) in eV: 6.777 / 7.368
Total charge: -2
Spin multiplicity: 3
Energy relative to the best compared isomer or geometry (same formula, charge and spin) in kcal/mol: 0.0
E in eV: -78092.23066